1.
Molecular formula: C4H8N2OS
Method: DFT, the ωB97M-V functional and the def2-TZVPD basis

Positions of all 16 atoms, in Å:
1 S -2.32 0.27 1.06
2 O 0.02 1.81 -0.34
3 N 0.09 -0.98 -0.69
4 N -2.23 -0.52 -0.44
5 C 0.91 -0.42 0.27
6 C -1.10 -1.00 -1.00
7 C 1.14 0.99 -0.15
8 C 1.53 -1.15 1.22
9 H 1.79 1.33 0.61
10 H 1.44 -2.29 1.28
11 H -3.07 -0.58 -1.04
12 H 0.27 2.91 -0.53
13 H 2.44 -0.94 1.92
14 H 1.71 1.04 -1.03
15 H -1.32 -1.64 -1.83
16 H -1.31 1.16 0.71

Its frontier orbital gap is 8.408 eV. The LUMO energy comes out at 0.30 eV. Its energy relative to the best compared isomer or geometry (same formula, charge and spin) is 85.7 kcal per mole. Its electronic energy is -20137.1187 eV.


2.
Molecular formula: C25H30N4S
Method: DFT, the ωB97M-V functional and the def2-TZVPD basis

Positions of all 60 atoms, in Å:
1 S -2.35 3.89 -3.39
2 N -1.59 1.25 2.68
3 N -2.91 1.15 2.82
4 N -2.19 -2.51 0.27
5 N -2.06 0.92 -2.36
6 C 7.34 -0.43 0.71
7 C -2.07 -2.26 1.69
8 C 4.61 -0.27 1.25
9 C 3.17 -0.18 1.54
10 C -2.94 1.20 -3.48
11 C -1.40 3.24 -1.98
12 C 5.49 -0.80 2.19
13 C 1.15 -1.15 2.42
14 C 2.44 0.96 1.19
15 C 0.42 -0.02 2.06
16 C -2.06 -0.83 2.16
17 C -1.03 -2.27 -0.56
18 C -3.41 -2.08 -0.37
19 C -1.02 0.08 2.29
20 C -2.37 2.33 -4.33
21 C 6.47 0.10 -0.23
22 C -0.91 -0.83 -1.08
23 C 2.50 -1.22 2.17
24 C 1.09 1.04 1.45
25 C -2.19 -0.42 -1.80
26 C 6.84 -0.88 1.92
27 C -3.39 -0.63 -0.87
28 C 5.12 0.19 0.04
29 C -3.21 -0.09 2.50
30 C -2.09 2.01 -1.41
31 H -4.24 -2.22 0.33
32 H 8.39 -0.49 0.49
33 H -3.96 1.47 -3.16
34 H -1.11 -2.94 -1.42
35 H -1.11 2.11 2.91
36 H 0.55 1.93 1.15
37 H -4.23 -0.42 2.53
38 H -0.73 -0.16 -0.24
39 H -1.15 -2.76 2.01
40 H -1.35 4.04 -1.25
41 H -3.00 0.30 -4.11
42 H 3.05 -2.11 2.45
43 H -3.58 -2.74 -1.23
44 H -2.98 2.51 -5.21
45 H -0.14 -2.53 0.00
46 H -2.91 -2.76 2.17
47 H -1.56 1.70 -0.50
48 H 0.65 -1.96 2.93
49 H -1.35 2.11 -4.63
50 H 7.52 -1.29 2.66
51 H 4.44 0.58 -0.71
52 H 2.95 1.79 0.72
53 H -3.33 0.05 -0.02
54 H -0.40 2.99 -2.34
55 H -3.12 2.28 -1.12
56 H 6.85 0.45 -1.18
57 H -0.06 -0.75 -1.76
58 H -4.33 -0.42 -1.40
59 H -2.31 -1.10 -2.66
60 H 5.11 -1.14 3.14

Its frontier orbital gap is 8.484 eV. The LUMO energy comes out at 0.39 eV. Its electronic energy is -43207.7605 eV.


3.
Molecular formula: C5H8O2
Method: DFT, the ωB97M-V functional and the def2-TZVPD basis

Positions of all 15 atoms, in Å:
1 O -2.07 0.26 0.30
2 O -1.29 -0.01 -2.07
3 C 0.28 -0.01 0.39
4 C -0.09 -1.14 -0.25
5 C -0.88 0.95 0.56
6 C 1.66 0.18 0.94
7 C -0.51 -0.84 -1.61
8 H 2.34 -0.56 0.51
9 H -0.84 1.24 1.62
10 H 1.68 0.10 2.03
11 H 0.38 -2.10 -0.07
12 H -2.08 0.22 -0.70
13 H 2.06 1.17 0.67
14 H -0.86 1.87 -0.03
15 H 0.20 -1.32 -2.30

Its frontier orbital gap is 9.506 eV. The LUMO energy comes out at 0.37 eV. Its energy relative to the best compared isomer or geometry (same formula, charge and spin) is 61.1 kcal per mole. Its electronic energy is -9407.1830 eV.


4.
Molecular formula: C16H33CaN5O8P2S4
Method: DFT, the ωB97M-V functional and the def2-TZVPD basis

Positions of all 69 atoms, in Å:
1 Ca 1.28 0.23 0.99
2 S -0.64 -2.58 -0.74
3 S 2.29 -0.57 -2.38
4 S -1.14 -0.16 -2.88
5 S 2.70 -2.78 0.06
6 P 1.48 2.04 3.60
7 P 3.55 0.17 2.88
8 O 2.40 -0.78 2.63
9 O 3.66 0.98 1.42
10 O 4.85 -0.24 3.37
11 O 2.93 1.39 3.80
12 O -0.85 -0.46 1.51
13 O 1.69 3.51 4.20
14 O 1.36 2.27 2.08
15 O 0.37 1.29 4.22
16 N -0.82 5.96 -0.33
17 N 0.74 4.67 0.77
18 N -2.62 -0.88 2.85
19 N -0.48 3.85 -1.09
20 N 0.57 1.62 -0.93
21 C 3.30 -2.05 -2.61
22 C 0.21 0.34 -3.98
23 C -3.72 0.38 0.47
24 C 3.89 -2.51 -1.28
25 C 0.09 2.68 -0.97
26 C -2.10 1.43 2.27
27 C -4.29 -0.92 1.06
28 C -1.38 -1.90 -3.31
29 C -3.45 1.52 1.49
30 C -3.31 -1.75 1.89
31 C -0.52 -2.89 -2.52
32 C 1.48 -0.50 -4.00
33 C -1.73 -0.02 2.24
34 C 1.70 -4.15 -0.59
35 C 0.24 -4.03 -0.14
36 C -0.16 4.79 -0.21
37 H 1.21 3.79 1.02
38 H 0.84 5.42 1.43
39 H -3.82 -2.55 2.43
40 H -1.36 6.08 -1.18
41 H -0.48 6.79 0.12
42 H -2.44 -2.11 -3.11
43 H 2.10 -5.09 -0.23
44 H -2.55 -2.20 1.26
45 H -0.85 -3.91 -2.74
46 H -1.23 -2.05 -4.38
47 H -4.44 0.76 -0.25
48 H 1.25 -1.52 -4.32
49 H -3.28 -0.37 3.43
50 H 0.52 -2.80 -2.83
51 H -0.17 0.40 -5.01
52 H -2.20 1.78 3.30
53 H 4.12 -1.85 -3.30
54 H -4.28 1.55 2.20
55 H 0.20 -3.96 0.95
56 H 2.16 -0.08 -4.74
57 H -4.67 -1.54 0.24
58 H 1.76 -4.17 -1.68
59 H -2.81 0.17 -0.11
60 H -1.31 2.00 1.79
61 H 4.56 -1.75 -0.88
62 H 2.69 -2.84 -3.06
63 H -3.46 2.47 0.96
64 H 3.10 1.77 1.50
65 H -0.29 -4.94 -0.43
66 H 4.48 -3.41 -1.44
67 H -5.16 -0.67 1.68
68 H 0.44 1.36 -3.66
69 H 1.76 3.51 5.16

Its frontier orbital gap is 8.529 eV. The LUMO energy comes out at 0.26 eV. Its energy relative to the best compared isomer or geometry (same formula, charge and spin) is 40.5 kcal per mole. Its electronic energy is -121328.5991 eV.


5.
Molecular formula: C4H8O
Method: DFT, the ωB97M-V functional and the def2-TZVPD basis

Positions of all 13 atoms, in Å:
1 O 0.83 0.41 -0.20
2 C -0.31 1.03 -0.81
3 C 1.11 -0.73 1.72
4 C 0.80 0.59 1.11
5 C -1.09 -0.13 -1.41
6 H -0.02 1.79 -1.53
7 H 1.86 -0.69 2.51
8 H -2.12 0.15 -1.62
9 H -0.62 -0.49 -2.33
10 H 1.30 -1.53 0.99
11 H -0.85 1.50 0.02
12 H -1.09 -0.97 -0.70
13 H 0.14 -0.93 2.22

Its frontier orbital gap is 9.356 eV. The LUMO energy comes out at 1.10 eV. Its energy relative to the best compared isomer or geometry (same formula, charge and spin) is 76.2 kcal per mole. Its electronic energy is -6321.8647 eV.


6.
Molecular formula: C43H61MnNP2SSi
Method: DFT, the ωB97M-V functional and the def2-TZVPD basis

Positions of all 110 atoms, in Å:
1 Mn 1.30 -0.34 -0.65
2 S 2.74 -0.68 -3.06
3 P 0.25 -1.71 0.93
4 P 0.03 1.67 -0.84
5 Si 1.92 0.80 1.33
6 N 2.75 -1.82 -0.68
7 C 1.23 3.08 -1.30
8 C 4.58 -1.73 0.87
9 C -1.25 -1.20 1.94
10 C -1.83 -2.26 2.86
11 C -1.66 2.94 1.14
12 C 1.04 -1.13 -2.62
13 C -0.50 2.22 0.82
14 C 3.21 3.51 -2.81
15 C 0.92 4.37 -3.44
16 C -2.80 -1.60 3.86
17 C 3.08 -1.65 4.55
18 C -3.74 -0.78 1.66
19 C -2.68 1.21 -4.03
20 C -3.71 2.94 -2.53
21 C 1.41 -1.81 2.33
22 C 0.01 2.06 3.17
23 C 0.34 1.79 1.86
24 C 2.31 2.46 -2.18
25 C -1.35 -4.33 -1.79
26 C 2.06 -0.59 2.63
27 C -1.51 0.98 -3.07
28 C -1.59 1.86 -1.81
29 C -2.23 3.19 -2.24
30 C -0.41 -4.68 1.05
31 C 2.41 4.37 -3.80
32 C 1.62 -2.93 3.14
33 C 3.33 -0.80 -1.36
34 C 3.43 -2.32 0.37
35 C 2.89 -0.54 3.74
36 C -0.14 -3.41 0.22
37 C -2.35 -0.58 1.06
38 C -1.49 -5.57 0.42
39 C -1.18 2.72 3.48
40 C 5.12 -0.62 0.21
41 C 4.53 -0.20 -0.98
42 C -2.00 3.16 2.46
43 C 0.75 4.39 -1.92
44 C -3.93 1.61 -3.25
45 C 2.46 -2.85 4.23
46 C -1.31 -5.70 -1.09
47 C -1.29 -3.19 -0.77
48 C 3.23 2.13 1.90
49 C -3.67 -0.54 3.17
50 H 0.52 -5.25 1.12
51 H -2.08 -6.35 -1.50
52 H -0.50 -4.24 -2.47
53 H -2.23 -1.14 4.66
54 H -0.57 1.18 -3.59
55 H 3.32 2.93 1.17
56 H -2.15 3.96 -1.47
57 H 2.92 1.78 -1.57
58 H 3.63 4.14 -2.02
59 H -2.28 1.38 -1.10
60 H -3.44 -2.37 4.30
61 H 5.06 -2.14 1.74
62 H -0.72 -4.45 2.07
63 H -2.48 -5.16 0.63
64 H 0.46 -0.77 -3.48
65 H 1.00 -2.23 -2.67
66 H -2.44 2.00 -4.74
67 H 4.21 1.68 2.02
68 H -4.79 1.68 -3.92
69 H -1.44 -6.56 0.88
70 H 4.04 3.03 -3.32
71 H -1.46 2.89 4.52
72 H 0.68 1.75 3.96
73 H -4.10 3.77 -3.13
74 H -4.27 2.93 -1.58
75 H 0.44 3.48 -3.84
76 H 2.93 2.58 2.84
77 H 3.72 -1.59 5.42
78 H 1.85 1.86 -2.97
79 H -2.31 -0.98 0.05
80 H 1.35 5.21 -1.52
81 H -0.35 -6.18 -1.27
82 H -1.03 -2.75 3.42
83 H 2.79 5.39 -3.81
84 H 2.54 3.97 -4.81
85 H -0.84 -0.41 2.58
86 H -2.24 -3.13 -0.24
87 H -1.49 -0.06 -2.75
88 H 0.42 5.24 -3.89
89 H -3.23 0.45 3.33
90 H -2.37 -3.02 2.29
91 H -4.15 0.82 -2.53
92 H -0.28 4.60 -1.65
93 H -4.44 -0.08 1.21
94 H 6.00 -0.13 0.58
95 H 4.95 0.59 -1.58
96 H 1.16 -3.88 2.90
97 H -2.15 0.49 0.99
98 H 0.76 -3.58 -0.39
99 H 1.65 3.30 -0.31
100 H -2.32 3.31 0.37
101 H 2.64 -3.74 4.83
102 H -4.10 -1.79 1.46
103 H 3.40 0.38 3.97
104 H -2.92 3.69 2.69
105 H -1.12 -2.24 -1.29
106 H -1.74 3.56 -3.14
107 H -2.25 -4.22 -2.39
108 H 3.05 -3.24 0.80
109 H -2.87 0.30 -4.60
110 H -4.67 -0.54 3.60

Its net charge is -1. Its frontier orbital gap (alpha / beta) is 4.319 / 4.373 eV. The LUMO energy (alpha / beta) comes out at 2.57 / 2.57 eV. As for the spin multiplicity: 5. The expectation value of S² is 6.48. Its energy relative to the best compared isomer or geometry (same formula, charge and spin) is 47.1 kcal per mole. Its electronic energy is -115681.9861 eV.


7.
Molecular formula: C4H6Cl2F5NO2S
Method: DFT, the ωB97M-V functional and the def2-TZVPD basis

Positions of all 21 atoms, in Å:
1 Cl -1.88 1.75 2.19
2 Cl -4.46 0.74 0.21
3 S 1.19 -1.37 -1.83
4 F 2.05 -2.16 1.78
5 F 2.53 -0.92 -2.47
6 F 0.15 -1.36 1.09
7 F 2.96 0.32 0.04
8 F 1.08 0.98 0.95
9 O 0.73 -2.45 -2.62
10 O 0.46 -0.18 -1.59
11 N 1.77 -2.00 -0.42
12 C 2.06 0.07 1.02
13 C 1.48 -1.37 0.83
14 C -3.16 1.88 -0.23
15 C -1.84 1.53 0.42
16 H -3.49 2.88 0.07
17 H 2.55 0.13 1.99
18 H -1.58 0.49 0.23
19 H -3.05 1.84 -1.31
20 H -1.06 2.17 0.03
21 H 1.49 -2.98 -0.39

Its frontier orbital gap is 11.041 eV. The LUMO energy comes out at 0.43 eV. Its electronic energy is -59298.0045 eV.


8.
Molecular formula: C6H10
Method: DFT, the ωB97M-V functional and the def2-TZVPD basis

Positions of all 16 atoms, in Å:
1 C 0.99 -0.07 -0.42
2 C -0.19 0.49 -1.12
3 C 0.80 -0.16 1.10
4 C -0.58 0.52 1.36
5 C -1.31 0.41 -0.06
6 C 0.49 -1.00 -1.47
7 H 1.65 0.38 1.54
8 H 1.30 -1.43 -2.11
9 H 0.84 -1.19 1.47
10 H -1.70 -0.61 -0.04
11 H -0.16 1.43 -1.69
12 H -0.43 1.55 1.72
13 H -2.18 1.06 -0.28
14 H -1.17 0.00 2.12
15 H -0.29 -1.74 -1.36
16 H 1.92 0.37 -0.77

Its frontier orbital gap is 10.633 eV. The LUMO energy comes out at 1.24 eV. Its energy relative to the best compared isomer or geometry (same formula, charge and spin) is 37.5 kcal per mole. Its electronic energy is -6382.2316 eV.


9.
Molecular formula: H80O40
Method: DFT, the ωB97M-V functional and the def2-TZVPD basis

Positions of all 120 atoms, in Å:
1 O 3.75 2.13 -3.66
2 O 5.96 1.30 -0.20
3 O -2.75 2.46 0.83
4 O -2.26 1.82 5.45
5 O 4.51 2.82 1.55
6 O -1.23 -3.92 -1.43
7 O -0.39 -1.34 -0.53
8 O 4.48 -0.98 -2.73
9 O 0.60 -1.89 5.22
10 O -0.95 1.89 -1.29
11 O 0.74 1.24 -3.19
12 O 3.07 -0.30 2.62
13 O -3.56 0.71 -4.04
14 O -0.49 2.07 1.65
15 O -2.43 -1.20 -2.37
16 O -1.57 -2.99 -5.12
17 O 1.18 -4.78 1.24
18 O -5.89 2.16 2.31
19 O 0.68 6.14 2.02
20 O 2.56 -1.20 -4.91
21 O -2.50 4.03 2.98
22 O -5.24 -0.13 0.04
23 O 1.86 -1.26 -2.28
24 O 1.28 2.42 4.58
25 O -1.53 2.29 -4.89
26 O -0.89 5.25 -1.05
27 O 5.37 0.32 2.06
28 O 2.58 -2.38 0.16
29 O 3.85 -4.44 2.09
30 O -1.53 -4.88 3.20
31 O -3.37 -5.16 -2.15
32 O 0.00 4.94 -3.45
33 O -1.22 -1.41 2.70
34 O -4.83 -3.15 -1.21
35 O 0.97 3.62 -0.36
36 O -4.07 -0.60 2.86
37 O -3.77 -5.27 0.62
38 O -2.39 -0.07 0.53
39 O 3.13 1.59 -0.94
40 O 6.04 -2.93 -0.90
41 H -2.36 0.49 1.31
42 H -5.63 -2.94 -1.79
43 H 0.56 1.09 -4.12
44 H -0.85 -4.79 3.84
45 H 4.19 2.38 -2.82
46 H -1.56 -3.88 2.87
47 H -0.14 1.64 -2.97
48 H -0.50 2.43 2.53
49 H 1.15 -2.45 5.73
50 H -3.29 3.16 1.25
51 H 2.38 0.08 3.18
52 H -2.50 -1.50 -3.29
53 H 1.31 2.58 3.63
54 H -0.69 1.14 1.76
55 H -3.13 4.24 3.70
56 H -4.78 0.05 3.08
57 H 0.94 4.66 -3.63
58 H 4.94 1.94 1.33
59 H 5.66 -2.17 -1.32
60 H -4.28 -4.44 0.63
61 H 6.75 1.27 0.35
62 H -2.00 -1.22 2.10
63 H -3.24 0.11 0.15
64 H -1.65 4.41 2.96
65 H 3.72 1.69 -0.20
66 H -3.24 -5.14 1.44
67 H 6.02 0.38 -0.49
68 H -1.45 1.50 5.86
69 H 1.13 -1.75 -1.89
70 H 0.58 3.01 4.88
71 H 1.61 6.18 2.37
72 H 2.24 -2.03 -0.68
73 H 2.38 -1.53 0.67
74 H -1.35 -3.38 -4.23
75 H 4.79 -0.32 1.68
76 H 4.29 -0.46 -1.93
77 H 2.49 2.30 -0.84
78 H -1.15 -0.99 -0.08
79 H 4.77 -4.64 1.79
80 H -1.54 3.18 -4.55
81 H -3.06 -5.73 -1.46
82 H 3.62 -3.73 1.49
83 H -4.45 -1.38 2.38
84 H -1.31 -4.31 -0.55
85 H 0.45 -2.62 4.52
86 H -0.88 6.18 -1.21
87 H 3.70 -1.55 -2.44
88 H 2.83 -0.60 -4.25
89 H 0.98 6.37 1.11
90 H -2.33 -4.79 -2.28
91 H 0.20 3.07 -0.24
92 H -2.83 0.69 -4.64
93 H 0.04 4.53 -2.58
94 H 4.95 3.50 1.08
95 H -4.16 -3.75 -1.58
96 H -0.31 -0.80 -1.33
97 H -1.52 -1.08 3.55
98 H -0.07 4.99 -0.63
99 H 5.42 -3.72 -0.85
100 H -3.81 -0.05 -3.51
101 H -5.35 -0.98 -0.34
102 H -2.48 -1.98 -1.73
103 H 3.47 -0.95 3.20
104 H 2.83 1.97 -3.39
105 H 1.03 -3.80 1.15
106 H -1.18 2.53 -0.58
107 H -5.17 1.76 1.69
108 H -2.49 1.69 4.50
109 H -0.83 -2.37 -5.24
110 H -6.20 1.42 2.81
111 H 1.67 -1.38 -5.20
112 H -4.70 0.30 -0.66
113 H 1.78 -5.08 1.92
114 H -1.77 2.66 1.03
115 H -0.35 -3.53 -1.54
116 H 1.62 -0.27 -2.17
117 H -1.77 1.89 -1.86
118 H 5.63 0.02 2.92
119 H 1.45 3.19 0.35
120 H -0.96 2.48 -5.68

Its frontier orbital gap is 9.809 eV. The LUMO energy comes out at -0.71 eV. Its energy relative to the best compared isomer or geometry (same formula, charge and spin) is 231.1 kcal per mole. Its electronic energy is -83195.7959 eV.